DFT (the ωB97M-V functional and the def2-TZVPD basis) results for a cluster of 11 separate species, C44H80N8O6S3 in total in a non-equilibrium geometry.

Each line ends with the Löwdin charge.
Positions of all 141 atoms, in Å:
O: -0.592 2.310 1.688  -0.3196
S: -0.451 1.762 0.366  0.6634
O: -0.906 2.525 -0.759  -0.2984
C: 1.280 1.360 0.146  -0.2220
C: 1.410 0.046 -0.602  -0.1902
C: 0.041 -0.670 -0.583  -0.1973
C: -1.004 0.045 0.260  -0.2155
H: 1.697 1.228 1.146  0.0991
H: 1.759 2.244 -0.271  0.0836
H: 1.810 0.149 -1.609  0.0954
H: 2.126 -0.586 -0.075  0.0874
H: 0.155 -1.706 -0.251  0.0919
H: -0.341 -0.816 -1.599  0.0998
H: -1.008 -0.305 1.296  0.0945
H: -2.028 -0.063 -0.095  0.0747
O: -2.971 -4.478 -5.111  -0.3106
S: -1.766 -3.977 -4.506  0.6580
O: -0.567 -3.893 -5.294  -0.3205
C: -2.161 -2.433 -3.699  -0.2292
C: -2.849 -2.920 -2.441  -0.2473
C: -1.963 -4.010 -1.839  -0.2136
C: -1.436 -4.911 -2.983  -0.1864
H: -2.824 -1.819 -4.300  0.0964
H: -1.205 -1.948 -3.488  0.0901
H: -3.137 -2.184 -1.693  0.0859
H: -3.769 -3.430 -2.748  0.1187
H: -2.492 -4.579 -1.076  0.0951
H: -1.073 -3.560 -1.386  0.0875
H: -1.947 -5.854 -3.136  0.1046
H: -0.352 -4.880 -2.947  0.0891
O: -1.031 2.343 -5.578  -0.3098
S: 0.002 1.351 -5.551  0.6521
O: -0.358 -0.043 -5.520  -0.3226
C: 1.223 1.702 -6.835  -0.2052
C: 2.424 2.372 -6.157  -0.1968
C: 2.061 2.785 -4.718  -0.2002
C: 1.124 1.708 -4.195  -0.2345
H: 0.689 2.341 -7.537  0.1037
H: 1.494 0.764 -7.310  0.1044
H: 3.269 1.685 -6.140  0.1144
H: 2.711 3.245 -6.741  0.1156
H: 1.514 3.729 -4.710  0.1257
H: 2.941 2.832 -4.085  0.0750
H: 0.515 1.821 -3.295  0.0975
H: 1.636 0.745 -4.069  0.1058
C: 4.128 3.672 -1.278  -0.0914
C: 4.878 2.369 -1.490  -0.2632
C: 5.672 2.273 -2.791  -0.1822
C: 6.811 3.184 -2.769  -0.2293
N: 7.702 3.906 -2.741  0.1503
H: 3.502 3.921 -2.142  0.0659
H: 4.772 4.531 -1.097  0.0830
H: 3.438 3.563 -0.441  0.0520
H: 4.172 1.532 -1.455  0.0879
H: 5.532 2.205 -0.629  0.0948
H: 5.010 2.502 -3.626  0.0954
H: 6.034 1.253 -2.925  0.1162
C: 0.277 5.144 3.772  -0.0947
C: 1.604 5.106 3.042  -0.2603
C: 2.790 4.723 3.918  -0.1891
C: 2.923 5.551 5.118  -0.2405
N: 3.019 6.204 6.055  0.1472
H: -0.095 4.124 3.899  0.0484
H: -0.493 5.700 3.241  0.0777
H: 0.348 5.603 4.760  0.0732
H: 1.784 6.061 2.536  0.1126
H: 1.557 4.409 2.199  0.0921
H: 3.732 4.751 3.368  0.1161
H: 2.663 3.693 4.274  0.1149
C: -2.936 0.943 5.828  -0.0942
C: -1.675 0.263 5.347  -0.2747
C: -0.542 1.224 5.021  -0.2070
C: 0.096 1.803 6.188  -0.2362
N: 0.606 2.253 7.119  0.1522
H: -2.683 1.582 6.678  0.0797
H: -3.669 0.232 6.213  0.0716
H: -3.423 1.530 5.051  0.0799
H: -1.805 -0.411 4.493  0.0876
H: -1.334 -0.452 6.107  0.1141
H: -0.909 2.012 4.356  0.0959
H: 0.207 0.712 4.410  0.1145
C: 2.277 -4.232 -0.084  -0.1020
C: 3.429 -3.937 0.869  -0.2499
C: 4.777 -3.724 0.170  -0.1726
C: 4.801 -2.533 -0.695  -0.2367
N: 4.925 -1.660 -1.428  0.1626
H: 2.393 -5.178 -0.614  0.0820
H: 2.251 -3.459 -0.865  0.0692
H: 1.296 -4.217 0.388  0.0587
H: 3.544 -4.795 1.536  0.1131
H: 3.209 -3.076 1.502  0.0935
H: 5.005 -4.566 -0.485  0.1279
H: 5.570 -3.584 0.903  0.1065
C: -9.195 -1.640 0.755  -0.1085
C: -7.806 -1.141 1.137  -0.2559
C: -6.724 -1.983 0.456  -0.1955
C: -5.376 -1.499 0.737  -0.2280
N: -4.298 -1.146 0.931  0.1673
H: -9.953 -0.925 1.074  0.0711
H: -9.415 -2.596 1.229  0.0753
H: -9.260 -1.775 -0.325  0.0755
H: -7.674 -1.257 2.216  0.1113
H: -7.682 -0.090 0.882  0.1113
H: -6.825 -2.003 -0.631  0.0988
H: -6.721 -3.009 0.840  0.1155
C: -3.185 -3.036 4.210  -0.1051
C: -1.975 -3.610 3.474  -0.2516
C: -2.129 -3.580 1.952  -0.1970
C: -3.382 -4.231 1.576  -0.2553
N: -4.361 -4.749 1.273  0.1732
H: -2.922 -2.616 5.178  0.0635
H: -3.961 -3.794 4.310  0.0767
H: -3.624 -2.224 3.620  0.0647
H: -1.783 -4.639 3.788  0.1110
H: -1.075 -3.059 3.761  0.1010
H: -1.301 -4.135 1.503  0.1059
H: -2.106 -2.566 1.553  0.0825
C: 4.417 -0.244 2.233  -0.1175
C: 5.658 -0.914 2.821  -0.2417
C: 6.923 -0.416 2.109  -0.1820
C: 6.960 1.046 2.020  -0.2410
N: 6.983 2.192 1.942  0.1594
H: 4.468 -0.245 1.143  0.0548
H: 4.368 0.769 2.629  0.0735
H: 3.513 -0.786 2.519  0.0654
H: 5.612 -1.994 2.668  0.0893
H: 5.728 -0.702 3.886  0.1152
H: 6.954 -0.787 1.081  0.1123
H: 7.838 -0.725 2.617  0.1204
C: -4.045 2.760 -1.971  -0.0932
C: -3.196 1.815 -2.803  -0.2608
C: -4.026 1.015 -3.815  -0.1612
C: -4.774 -0.040 -3.118  -0.2117
N: -5.365 -0.855 -2.565  0.1809
H: -4.691 2.201 -1.287  0.0758
H: -4.696 3.378 -2.595  0.0778
H: -3.434 3.441 -1.382  0.0664
H: -2.645 1.134 -2.151  0.0835
H: -2.433 2.358 -3.365  0.0929
H: -3.448 0.505 -4.588  0.1067
H: -4.755 1.662 -4.306  0.1247

Results
Calculated total energy (eV): -103634.8102
Frontier orbital gap (eV): 9.878
Energy relative to the best compared isomer or geometry (same formula, charge and spin) (kJ/mol): 0.00
Charge: 0